No. 1
Density functional theory data (ωB97M-V/def2-TZVPD) for a structure of composition C3H8N4O2 in a non-equilibrium geometry.

Atoms and positions in Å:
C1 -1.43903 -1.13625 -0.06797
C2 0.01725 0.15125 1.04348
C3 0.22821 -0.07052 -0.53903
N1 0.05122 1.51036 1.46826
N2 1.25746 -0.96579 -0.87456
O1 -0.17966 0.68375 -2.63186
O2 0.92061 -0.63543 1.77542
N3 0.00134 0.99508 -1.27749
N4 -1.30065 -0.43263 1.04841
H1 -0.38852 1.53920 -3.02860
H2 1.42213 -0.04777 2.35479
H3 -0.51642 1.63707 2.29967
H4 -0.28348 2.12523 0.73597
H5 1.55598 -1.55388 -0.10820
H6 1.99858 -0.53137 -1.40956
H7 -2.45958 -1.22883 -0.43093
H8 -0.88542 -2.03948 -0.35781

HOMO (alpha / beta) = -8.214 / -8.221 eV
HOMO-LUMO gap (alpha / beta) = 7.69 / 7.70 eV
E_tot = -488.43806 hartree
Relative energy (zero: lowest compared OMol25 entry of this formula, charge and spin) = 534.8 kJ/mol
2S+1 = 1

=====

No. 2
Density functional theory data (ωB97M-V/def2-TZVPD) for a cluster of 2 separate species, C3H8N4O3 in total in a non-equilibrium geometry.

Atoms and positions in Å:
N1 -2.16876 1.17646 -3.23251
N2 -2.15647 0.09446 -3.48896
O1 -1.93955 -1.01373 -3.67640
N3 0.56824 -0.31925 1.64355
C1 0.95010 -0.82896 0.35814
C2 0.15005 -0.22061 -0.87460
N4 -1.29873 -0.24288 -0.74566
C3 -2.01589 0.88037 -0.75901
O2 -3.20543 0.69859 -0.79063
O3 -1.44154 2.11112 -0.71614
H1 0.47645 0.80812 1.59184
H2 -0.28136 -0.58690 2.02612
H3 0.83484 -1.90435 0.29339
H4 1.96042 -0.48694 0.24246
H5 0.47396 0.85158 -1.17073
H6 0.13757 -0.80442 -1.75205
H7 -1.79421 -1.02174 -0.44951
H8 -2.14464 2.74243 -0.93023

HOMO = -9.320 eV
HOMO-LUMO gap = 10.02 eV
E_tot = -563.77438 hartree
Relative energy (zero: lowest compared OMol25 entry of this formula, charge and spin) = 36.0 kJ/mol
2S+1 = 1

=====

No. 3
Density functional theory data (ωB97M-V/def2-TZVPD) for the molecule C3H8N4S in a non-equilibrium geometry.

Atoms and positions in Å:
C1 2.15980 -0.54946 1.13712
N1 2.41195 -0.99290 -0.03160
S1 1.20633 -1.22210 -1.23529
C2 -0.32793 -0.77040 -0.50009
N2 -1.14369 -1.67164 -0.21199
N3 -2.38827 -1.14367 0.33920
N4 -0.74707 0.59078 -0.39617
C3 0.15691 1.71308 -0.61776
H1 3.09313 -0.34540 1.75548
H2 1.23837 -0.15522 1.57816
H3 -3.05522 -1.89038 -0.00887
H4 -2.66812 -0.24490 -0.14488
H5 -1.42499 0.66976 0.38631
H6 -0.38148 2.65661 -0.48854
H7 1.12016 1.71236 0.02619
H8 0.75012 1.64348 -1.58726

HOMO = -8.861 eV
HOMO-LUMO gap = 9.60 eV
E_tot = -736.21696 hartree
Relative energy (zero: lowest compared OMol25 entry of this formula, charge and spin) = 265.6 kJ/mol
2S+1 = 1

=====

No. 4
Density functional theory data (ωB97M-V/def2-TZVPD) for the molecule C3H8N4S in a non-equilibrium geometry.

Atoms and positions in Å:
C1 1.91301 1.38766 0.89039
N1 1.98890 0.16090 -0.01330
C2 1.01860 -0.60875 -0.24659
N2 1.17700 -1.83839 -0.90058
C3 -0.39124 -0.21150 -0.09436
S1 -1.57548 -1.06803 0.76037
N3 -0.49716 1.18589 -0.43235
N4 -1.75944 1.72966 -0.77777
H1 2.86127 1.47805 1.42559
H2 1.73349 2.36517 0.14229
H3 1.01597 1.06169 1.73714
H4 0.27534 -2.42441 -1.16438
H5 2.10995 -1.98254 -0.73068
H6 0.38644 1.78855 -0.81044
H7 -2.40250 1.73074 0.10438
H8 -2.37953 1.00041 -1.29847

HOMO = -8.889 eV
HOMO-LUMO gap = 8.52 eV
E_tot = -736.18349 hartree
Relative energy (zero: lowest compared OMol25 entry of this formula, charge and spin) = 353.5 kJ/mol
2S+1 = 1

=====

No. 5
Density functional theory data (ωB97M-V/def2-TZVPD) for the ion C3H8N5 with charge +1 in a non-equilibrium geometry.

Atoms and positions in Å:
C1 1.48068 -0.05252 -0.92612
N1 0.20510 -0.07252 -0.25323
C2 -0.01773 -0.95777 0.78861
N2 0.81538 -2.00422 1.09657
N3 -1.26540 -0.91721 1.17349
N4 -1.72342 0.25428 0.72827
C3 -0.98145 0.82513 -0.18622
N5 -1.22735 1.95589 -0.86680
H1 1.51918 -0.91607 -1.55683
H2 1.78024 0.83518 -1.49787
H3 2.29036 -0.21359 -0.25079
H4 0.55168 -2.42678 2.03337
H5 1.81509 -1.72848 1.17658
H6 -2.70076 0.41608 0.95492
H7 -2.02650 2.41718 -1.21145
H8 -0.51511 2.58541 -1.20249

HOMO = -13.266 eV
HOMO-LUMO gap = 10.29 eV
E_tot = -392.63302 hartree
Total charge = +1
Relative energy (zero: lowest compared OMol25 entry of this formula, charge and spin) = 37.8 kJ/mol
2S+1 = 1

=====

No. 6
Density functional theory data (ωB97M-V/def2-TZVPD) for the molecule C3H8N6 in a non-equilibrium geometry.

Atoms and positions in Å:
H1 0.09518 0.49754 2.24004
N1 0.77485 1.26376 2.31604
C1 1.70773 1.14277 1.45922
N2 2.06659 0.04257 0.66116
N3 1.34798 -1.15190 0.81467
C2 0.20941 -1.37120 0.15609
N4 -0.38136 -0.41622 -0.49959
C3 -1.70394 -0.78115 -0.93158
N5 -2.37243 -0.03873 -1.73071
N6 -1.87180 1.12210 -2.29389
H2 2.31325 2.02363 1.23361
H3 2.31897 0.25790 -0.32239
H4 1.89545 -1.79732 1.30528
H5 -0.16488 -2.42529 0.24089
H6 -2.20471 -1.59516 -0.46012
H7 -1.34503 1.59677 -1.63946
H8 -2.68527 1.62992 -2.54924

HOMO = -8.295 eV
HOMO-LUMO gap = 9.01 eV
E_tot = -447.55590 hartree
Relative energy (zero: lowest compared OMol25 entry of this formula, charge and spin) = 107.1 kJ/mol
2S+1 = 1

=====

No. 7
Density functional theory data (ωB97M-V/def2-TZVPD) for the molecule C3H8N6 in a non-equilibrium geometry.

Atoms and positions in Å:
C1 -2.32636 -1.38124 -0.03386
N1 -1.30153 -0.46138 0.40337
N2 -0.10858 -0.42497 -0.24795
N3 0.75848 -1.60055 -0.10263
N4 2.08513 -1.11686 0.03557
C2 2.02724 0.16302 0.20068
C3 0.70432 0.72040 -0.07225
N5 0.32422 1.93678 0.01354
N6 -0.92937 2.32813 -0.20650
H1 -3.08020 -1.35783 0.73554
H2 -1.97148 -2.41761 -0.24646
H3 -2.77580 -1.03449 -0.99925
H4 -1.25357 -0.40648 1.41892
H5 0.70663 -2.05485 -1.05314
H6 2.92573 0.74812 0.32204
H7 -1.66703 1.64865 -0.18488
H8 -1.11393 3.23334 0.17206

HOMO = -7.590 eV
HOMO-LUMO gap = 8.42 eV
E_tot = -447.51028 hartree
Relative energy (zero: lowest compared OMol25 entry of this formula, charge and spin) = 226.9 kJ/mol
2S+1 = 1

=====

No. 8
Density functional theory data (ωB97M-V/def2-TZVPD) for a cluster of 2 separate species, C3H8NO in total in a non-equilibrium geometry.

Atoms and positions in Å:
O1 -2.17755 -0.50370 0.79179
C1 -1.35587 -0.74907 -0.05941
C2 0.02851 -0.17581 -0.01460
C3 0.13775 1.06669 -0.95617
N1 0.65619 0.00025 1.27948
H1 -1.51525 -1.49414 -0.85973
H2 0.43969 -1.07801 -0.54969
H3 -0.30537 1.95633 -0.49265
H4 -0.21148 0.89199 -1.97203
H5 1.23127 0.97796 -0.90230
H6 2.40537 -0.46795 0.12097
H7 0.66574 -0.91245 1.72367
H8 0.00100 0.48791 1.89067

HOMO (alpha / beta) = -9.344 / -9.545 eV
HOMO-LUMO gap (alpha / beta) = 10.31 / 9.24 eV
E_tot = -248.94884 hartree
Relative energy (zero: lowest compared OMol25 entry of this formula, charge and spin) = 176.0 kJ/mol
2S+1 = 2
Expectation value of S² = 0.7512

=====

No. 9
Density functional theory data (ωB97M-V/def2-TZVPD) for a cluster of 2 separate species, C3H8NO in total in a non-equilibrium geometry.

Atoms and positions in Å:
C1 -1.44456 -0.25778 2.31171
N1 -0.38802 0.42050 2.06366
H1 -2.16012 0.24133 2.95513
H2 -1.54985 -1.21661 1.82017
H3 0.19422 0.09403 1.25718
H4 -0.26371 1.22875 2.66063
O1 0.53011 -0.60872 -0.17706
C2 0.85437 -0.73638 -1.34573
C3 0.71669 0.39457 -2.31837
H5 1.34600 -1.66036 -1.64335
H6 1.52224 0.32004 -3.04953
H7 -0.25513 0.51913 -2.79139
H8 0.89776 1.26148 -1.74306

HOMO = -14.537 eV
HOMO-LUMO gap = 9.47 eV
E_tot = -248.81166 hartree
Total charge = +1
Relative energy (zero: lowest compared OMol25 entry of this formula, charge and spin) = 63.6 kJ/mol
2S+1 = 1

=====

No. 10
Density functional theory data (ωB97M-V/def2-TZVPD) for a cluster of 2 separate species, C3H8NO in total in a non-equilibrium geometry.

Atoms and positions in Å:
C1 -1.30675 -1.45724 0.70557
C2 -0.04454 -0.98194 0.67545
C3 0.66766 -0.56470 -0.47882
N1 0.67129 2.02379 -0.06651
O1 0.27462 -0.63059 -1.65574
H1 -1.76117 -1.49334 1.66689
H2 -1.89844 -1.47482 -0.18874
H3 0.29136 -0.65878 1.63194
H4 1.78167 -0.36728 -0.49231
H5 -0.11102 2.33698 -0.54815
H6 0.52092 1.61366 0.84892
H7 1.63423 2.40344 -0.22310
H8 -0.71984 -0.74918 -1.87539

HOMO = -14.320 eV
HOMO-LUMO gap = 8.29 eV
E_tot = -248.75830 hartree
Total charge = +1
Relative energy (zero: lowest compared OMol25 entry of this formula, charge and spin) = 203.7 kJ/mol
2S+1 = 1

=====

No. 11
Density functional theory data (ωB97M-V/def2-TZVPD) for a cluster of 2 separate species, C3H8NO2 in total in a non-equilibrium geometry.

Atoms and positions in Å:
C1 -0.80898 0.57594 -1.99743
N1 0.37239 0.06193 -1.63829
O1 -1.27104 0.62806 -3.15408
H1 -1.42417 0.87482 -1.12785
H2 0.94064 -0.29439 -2.42774
H3 0.48119 0.05538 -0.56353
C2 -0.00535 -0.59303 2.02232
O2 0.48704 -0.03325 0.87672
C3 0.98642 -0.45843 3.16605
H4 -0.22327 -1.67810 1.94450
H5 -0.91621 -0.09340 2.42844
H6 0.56581 -0.86938 4.11429
H7 1.28687 0.62069 3.27698
H8 1.92192 -0.95445 2.89618

HOMO = -3.623 eV
HOMO-LUMO gap = 7.97 eV
E_tot = -324.36277 hartree
Total charge = -1
Relative energy (zero: lowest compared OMol25 entry of this formula, charge and spin) = 138.1 kJ/mol
2S+1 = 1

=====

No. 12
Density functional theory data (ωB97M-V/def2-TZVPD) for a cluster of 2 separate species, C3H8NO2 in total in a non-equilibrium geometry.

Atoms and positions in Å:
C1 1.03724 -0.03837 -1.21588
C2 0.62812 0.04440 1.36163
C3 0.24638 0.41990 -0.00847
N1 -1.77323 -1.21496 0.08586
O1 -2.50010 -0.00281 -0.05149
O2 -0.54669 1.44087 -0.04967
H1 2.08680 0.36985 -1.13257
H2 0.42914 0.42407 -2.11963
H3 1.20260 -1.06042 -1.19513
H4 1.22607 -0.78640 1.47481
H5 -0.26858 0.07692 1.95112
H6 1.37901 0.88869 1.67195
H7 -1.34074 -1.38027 -0.82797
H8 -1.80600 0.81853 0.05544

HOMO (alpha / beta) = -1.792 / -1.783 eV
HOMO-LUMO gap (alpha / beta) = 5.82 / 5.82 eV
E_tot = -324.21705 hartree
Total charge = -1
Relative energy (zero: lowest compared OMol25 entry of this formula, charge and spin) = 520.7 kJ/mol
2S+1 = 1